Entry from the OMol25 dataset: a structure of composition C31H55BrNP3Pd (ωB97M-V/def2-TZVPD).

The geometry in XYZ format:
```
92
Properties=species:S:1:pos:R:3
N 1.980 -1.387 5.164
C 2.441 -2.051 4.100
C 2.457 -1.493 2.814
C 1.961 -0.181 2.619
C 1.583 0.540 3.777
C 1.594 -0.122 5.018
C 1.915 0.400 1.277
Pd -0.101 0.464 0.003
P -0.488 0.964 -2.236
C 1.448 1.716 1.020
C 2.043 2.577 -0.021
C 1.752 3.961 -0.034
C 2.107 4.737 -1.135
C 2.715 4.109 -2.226
C 3.221 2.812 -2.131
C 2.884 2.039 -1.013
Br 2.774 5.009 -3.918
H 2.484 -0.140 0.519
H 0.868 2.240 1.788
H 2.869 -2.068 1.985
H 1.313 1.592 3.747
H 2.815 -3.065 4.272
H 1.266 0.409 5.918
H 1.244 4.409 0.826
H 3.282 1.028 -0.915
H 1.873 5.794 -1.172
H 3.836 2.400 -2.924
P -2.110 0.359 1.169
C 0.862 0.438 -3.352
C 1.095 1.271 -4.609
H 0.634 -0.606 -3.615
H 1.777 0.424 -2.741
H 1.857 0.783 -5.231
H 0.192 1.359 -5.227
H 1.472 2.277 -4.381
C -0.608 2.781 -2.404
C -1.314 3.349 -3.635
H 0.428 3.151 -2.345
H -1.116 3.139 -1.496
H -1.241 4.444 -3.600
H -0.856 3.032 -4.578
H -2.380 3.089 -3.653
C -2.036 0.244 -2.888
C -2.214 0.146 -4.401
H -2.846 0.846 -2.447
H -2.107 -0.758 -2.442
H -3.213 -0.260 -4.607
H -2.157 1.119 -4.903
H -1.490 -0.534 -4.867
C -3.440 -0.917 1.049
C -4.108 -1.106 -0.311
H -4.199 -0.621 1.793
H -3.013 -1.868 1.397
H -5.006 -1.729 -0.190
H -4.425 -0.154 -0.755
H -3.459 -1.626 -1.024
C -2.995 1.946 0.897
C -2.173 3.190 1.234
H -3.908 1.902 1.513
H -3.306 1.947 -0.161
H -2.727 4.091 0.943
H -1.964 3.261 2.309
H -1.211 3.205 0.703
C -1.799 0.394 2.983
C -1.586 -0.984 3.608
H -2.654 0.908 3.450
H -0.911 1.025 3.142
H -1.340 -0.873 4.671
H -2.480 -1.619 3.542
H -0.745 -1.513 3.138
C 1.545 -4.860 1.758
C 1.688 -4.403 0.311
P 0.818 -2.809 -0.076
C 0.709 -2.780 -1.927
C 0.853 -4.078 -2.711
C -0.932 -3.234 0.334
C -1.524 -4.517 -0.242
H 0.506 -5.060 2.038
H 2.109 -5.794 1.878
H 1.973 -4.139 2.463
H 2.749 -4.207 0.087
H 1.361 -5.184 -0.391
H -0.251 -2.284 -2.165
H 1.503 -2.076 -2.224
H 0.053 -4.797 -2.505
H 0.807 -3.835 -3.780
H 1.815 -4.567 -2.521
H -0.986 -3.251 1.435
H -1.517 -2.356 0.010
H -0.923 -5.406 0.003
H -2.519 -4.669 0.202
H -1.665 -4.474 -1.331
```

Values from the calculation:
Spin multiplicity: 3
LUMO energy (alpha / beta) (eV): -6.878 / -9.256
Total charge: +2
Gap between HOMO and LUMO (alpha / beta) (eV): 6.67 / 4.20
<S²>: 2.03

=====

Entry from the OMol25 dataset: a structure of composition C12H20N3 (ωB97M-V/def2-TZVPD).

The geometry in XYZ format:
```
35
Properties=species:S:1:pos:R:3
C 0.775 0.525 3.037
C 0.445 1.846 2.797
C 0.869 -0.381 1.994
C 0.328 1.390 0.451
C 0.193 2.298 1.498
C 0.666 0.056 0.684
C -0.463 4.628 2.070
C -0.197 3.670 1.190
C -2.907 -2.708 -0.082
C -2.138 -1.392 -0.172
C 0.235 -2.198 -0.450
C 0.860 -0.856 -0.444
N 2.467 -0.932 -4.239
N 1.533 -0.414 -1.489
N -0.931 -1.499 -0.967
H 0.965 0.196 4.046
H 0.385 2.533 3.626
H 1.148 -1.404 2.191
H 0.121 1.722 -0.557
H -0.748 5.613 1.743
H -0.412 4.482 3.134
H -0.280 3.890 0.133
H -3.840 -2.547 0.447
H -3.140 -3.081 -1.076
H -2.337 -3.464 0.449
H -1.858 -1.044 0.826
H -2.765 -0.625 -0.631
H 0.670 -2.923 -1.136
H 0.064 -2.643 0.526
H 3.158 -1.659 -4.384
H 2.940 -0.052 -4.408
H 1.751 0.571 -1.533
H 1.768 -0.937 -2.343
H -1.098 -1.627 -1.955
H 1.776 -1.034 -4.977
```

Values from the calculation:
LUMO energy (eV): -3.079
Energy relative to the best compared isomer or geometry (same formula, charge and spin) (eV): 0.0000
Total charge: +1
Gap between HOMO and LUMO (eV): 8.67

=====

Entry from the OMol25 dataset: a structure of composition C39H27IN2PmS (ωB97M-V/def2-TZVPD).

The geometry in XYZ format:
```
71
Properties=species:S:1:pos:R:3
Pm 1.202 -2.491 0.484
S 3.081 1.734 -1.640
C 4.386 0.730 -1.153
C 3.970 -0.425 -0.570
C 2.548 -0.582 -0.449
C 1.941 0.518 -0.979
C -0.333 0.679 0.211
C -0.854 1.809 0.845
C -1.789 1.651 1.847
C -2.186 0.364 2.181
C -1.563 -0.697 1.552
N -0.646 -0.557 0.596
H 5.394 1.060 -1.328
H 4.674 -1.154 -0.182
H -0.527 2.788 0.533
H -2.215 2.509 2.345
H -2.954 0.190 2.919
H -1.822 -1.719 1.811
C 2.282 1.539 5.035
C 2.423 1.431 3.645
C 1.987 0.312 2.995
C 1.336 -0.746 3.670
C 0.914 -1.916 2.945
C 0.223 -2.835 3.732
C -0.061 -2.661 5.097
C 0.390 -1.561 5.765
C 1.125 -0.583 5.069
C 1.646 0.549 5.729
H 2.687 2.402 5.548
H 2.895 2.232 3.093
H 2.146 0.218 1.925
H -0.141 -3.757 3.279
H -0.646 -3.408 5.621
H 0.177 -1.415 6.816
H 1.541 0.620 6.806
C 0.530 0.894 -0.990
C -0.074 1.568 -1.939
C -0.855 2.201 -2.784
C -1.714 1.460 -3.730
C -2.267 0.234 -3.367
C -3.103 -0.450 -4.230
C -3.398 0.083 -5.474
C -2.846 1.296 -5.851
C -2.012 1.981 -4.987
C -0.937 3.673 -2.742
C -2.165 4.308 -2.925
C -2.264 5.682 -2.809
C -1.145 6.441 -2.509
C 0.075 5.814 -2.316
C 0.183 4.441 -2.430
H -2.029 -0.187 -2.403
H -3.524 -1.396 -3.922
H -4.048 -0.449 -6.154
H -3.073 1.717 -6.821
H -1.579 2.922 -5.296
H -3.046 3.717 -3.137
H -3.222 6.168 -2.938
H -1.220 7.517 -2.427
H 0.946 6.401 -2.065
H 1.135 3.953 -2.281
I -0.551 -2.903 -1.972
C 1.839 -4.865 0.422
C 2.262 -6.137 -0.026
C 1.411 -7.225 -0.107
C 0.096 -7.079 0.303
C -0.287 -5.836 0.770
N 0.522 -4.785 0.829
H 3.298 -6.264 -0.335
H 1.756 -8.174 -0.503
H -0.613 -7.893 0.251
H -1.309 -5.661 1.104
```

Values from the calculation:
Spin multiplicity: 5
LUMO energy (alpha / beta) (eV): 2.469 / 2.469
Total charge: -1
Gap between HOMO and LUMO (alpha / beta) (eV): 7.62 / 7.63
<S²>: 6.01

=====

Entry from the OMol25 dataset: a structure of composition C20H47ClFeO2P2 (ωB97M-V/def2-TZVPD).

The geometry in XYZ format:
```
73
Properties=species:S:1:pos:R:3
Fe -0.072 -1.244 0.908
P -0.277 -2.696 -0.561
C 0.924 -3.064 -1.843
C 0.042 -3.709 0.934
C -1.944 -2.898 -1.166
C 2.191 -2.193 -1.875
H 0.310 -2.813 -2.725
C 1.269 -4.551 -1.825
H 1.937 -4.803 -0.994
H 1.792 -4.760 -2.763
H 0.381 -5.193 -1.776
H 1.973 -1.124 -1.998
H 2.797 -2.515 -2.737
H 2.810 -2.317 -0.972
H -1.918 -2.189 -2.022
C -3.076 -2.474 -0.207
C -2.085 -4.319 -1.660
H -1.424 -4.526 -2.510
H -3.124 -4.433 -1.992
H -1.897 -5.050 -0.854
H -2.791 -1.785 0.608
H -3.545 -3.358 0.240
H -3.834 -1.932 -0.810
C 1.484 -3.614 1.459
H -0.148 -4.688 0.467
C -0.970 -3.448 2.061
H 2.242 -3.830 0.695
H 1.568 -4.354 2.272
H 1.695 -2.616 1.890
H -1.078 -2.367 2.319
H -0.598 -3.957 2.962
H -1.969 -3.828 1.803
Cl 1.411 -0.111 2.265
H -0.279 -0.745 -0.783
H -1.625 -0.074 0.448
P 0.718 2.768 -0.386
C -0.502 3.369 -1.639
C 0.856 3.859 1.123
C 2.342 2.610 -1.250
C -1.747 2.473 -1.662
H 0.033 3.233 -2.626
C -0.824 4.832 -1.415
H -1.380 4.951 -0.484
H -1.435 5.194 -2.251
H 0.085 5.442 -1.357
H -1.509 1.471 -2.047
H -2.493 2.928 -2.338
H -2.199 2.323 -0.672
H 2.052 2.051 -2.164
C 3.375 1.741 -0.508
C 2.822 4.021 -1.596
H 2.127 4.504 -2.293
H 3.819 3.967 -2.053
H 2.874 4.636 -0.688
H 2.903 1.072 0.227
H 4.125 2.365 -0.003
H 3.896 1.104 -1.237
C -0.424 3.708 1.959
H 0.965 4.905 0.736
C 2.045 3.440 1.989
H -1.358 3.833 1.399
H -0.392 4.461 2.765
H -0.490 2.721 2.430
H 1.972 2.382 2.279
H 2.018 4.032 2.908
H 3.010 3.578 1.498
C -2.970 0.377 3.547
O -2.443 -0.357 2.428
C -2.173 0.412 1.362
O -2.592 1.574 1.308
H -3.884 0.889 3.260
H -2.237 1.105 3.902
H -3.156 -0.393 4.295
```

Values from the calculation:
Spin multiplicity: 6
LUMO energy (alpha / beta) (eV): 2.689 / 2.622
Energy relative to the best compared isomer or geometry (same formula, charge and spin) (eV): 3.2519
Total charge: -1
Gap between HOMO and LUMO (alpha / beta) (eV): 2.30 / 6.18
<S²>: 8.78

=====

Entry from the OMol25 dataset: the molecule C6H10 (ωB97M-V/def2-TZVPD).

The geometry in XYZ format:
```
16
Properties=species:S:1:pos:R:3
C 1.616 -0.339 0.795
C 0.613 -0.938 -0.169
C -0.882 -0.836 -0.038
C -1.310 0.518 0.526
C -0.525 1.228 -0.612
C -0.151 -0.142 -1.180
H 1.152 0.380 1.479
H 2.418 0.182 0.255
H 2.078 -1.123 1.406
H 0.914 -1.908 -0.562
H -1.517 -1.717 -0.078
H -2.388 0.681 0.434
H -1.019 0.741 1.560
H 0.317 1.861 -0.309
H -1.175 1.810 -1.269
H -0.142 -0.399 -2.236
```

Values from the calculation:
LUMO energy (eV): 1.204
SMILES: C[C@H]1[C@H]2CC[C@@H]12
Energy relative to the best compared isomer or geometry (same formula, charge and spin) (eV): 1.3285
Total charge: 0
Gap between HOMO and LUMO (eV): 10.72

=====

Entry from the OMol25 dataset: a structure of composition C29H34GeN10O3SbSe4V (ωB97M-V/def2-TZVPD).

The geometry in XYZ format:
```
83
Properties=species:S:1:pos:R:3
V -2.490 -0.498 0.753
C 2.937 -2.257 -1.631
N 1.796 -1.625 -1.011
C 0.499 -1.644 -1.325
N -0.194 -0.875 -0.506
C 0.755 -0.494 0.396
N 1.964 -0.924 0.149
C 3.900 -1.230 -2.207
C 4.573 -1.440 -3.403
C 5.457 -0.482 -3.899
C 5.647 0.718 -3.236
C 4.950 0.943 -2.052
C 4.123 -0.037 -1.529
C 4.988 2.237 -1.359
N 5.779 3.240 -1.496
N 5.303 4.235 -0.622
C 4.266 3.735 -0.047
O 4.003 2.476 -0.453
C 3.354 4.371 0.915
C 3.665 5.641 1.401
C 2.799 6.259 2.281
C 1.616 5.629 2.657
C 1.301 4.367 2.180
C 0.018 3.699 2.622
N -0.627 2.973 1.537
C -1.211 1.772 1.577
N -1.550 1.416 0.346
C -1.191 2.483 -0.404
N -0.620 3.449 0.274
C 2.187 3.731 1.312
H 2.579 -2.931 -2.408
H 3.432 -2.857 -0.865
H 0.108 -2.042 -2.245
H 0.569 0.112 1.263
H 4.409 -2.356 -3.959
H 5.980 -0.669 -4.828
H 6.303 1.481 -3.632
H 3.622 0.132 -0.590
H 4.581 6.119 1.083
H 3.034 7.241 2.670
H 0.931 6.131 3.331
H -0.673 4.443 3.020
H 0.220 2.970 3.408
H -1.313 1.188 2.484
H -1.311 2.515 -1.473
H 1.964 2.743 0.931
C -1.666 -3.027 3.634
C -0.958 -1.723 3.365
O -0.171 -1.221 4.174
O -1.260 -1.162 2.248
H -1.268 -3.522 4.517
H -1.596 -3.688 2.772
H -2.733 -2.832 3.758
C -5.580 -0.560 -1.854
Ge -3.865 0.098 -1.169
C -4.485 2.128 -1.236
C -2.744 0.254 -2.871
C -3.920 0.258 1.575
H -5.858 0.132 -2.653
H -6.352 -0.523 -1.085
H -5.536 -1.575 -2.248
H -4.721 2.377 -2.276
H -3.732 2.848 -0.902
H -5.381 2.283 -0.629
H -3.428 0.254 -3.724
H -1.960 -0.488 -3.020
H -2.285 1.248 -2.856
H -4.966 0.014 1.717
H -3.731 1.310 1.846
Se -3.758 -5.567 -1.987
Sb -4.670 -4.790 0.203
Se -3.614 -2.322 0.180
Se -7.035 -4.211 0.349
Se -3.872 -6.161 2.130
N -0.761 -5.115 -0.510
C -0.627 -5.962 0.522
C 0.282 -5.396 1.389
C 0.618 -4.174 0.783
N -0.015 -4.010 -0.373
H -1.472 -5.206 -1.240
H -1.209 -6.864 0.576
H 0.595 -5.775 2.346
H 1.304 -3.416 1.135
```

Values from the calculation:
LUMO energy (alpha / beta) (eV): 2.985 / 2.985
Energy relative to the best compared isomer or geometry (same formula, charge and spin) (eV): 2.9123
Total charge: -2
Gap between HOMO and LUMO (alpha / beta) (eV): 4.92 / 4.87

=====

Entry from the OMol25 dataset: a cluster of 2 separate species, C4H9NO2 in total (ωB97M-V/def2-TZVPD).

The geometry in XYZ format:
```
16
Properties=species:S:1:pos:R:3
C 2.295 1.023 1.691
C -1.761 0.604 -0.470
C -0.366 -1.321 -1.453
C -0.434 -0.192 -0.409
N 1.319 0.271 1.505
O 0.580 -0.549 1.961
O 0.652 0.565 -0.347
H 2.600 1.655 0.876
H 2.836 1.044 2.627
H -1.542 1.627 -0.764
H -2.437 0.164 -1.196
H -2.255 0.627 0.499
H -1.242 -1.961 -1.371
H 0.528 -1.923 -1.302
H -0.327 -0.891 -2.450
H -0.445 -0.745 0.603
```

Values from the calculation:
LUMO energy (eV): -0.385
Energy relative to the best compared isomer or geometry (same formula, charge and spin) (eV): 5.8597
Total charge: 0
Gap between HOMO and LUMO (eV): 9.06

=====

Entry from the OMol25 dataset: the molecule C19H19ClN4O3S (ωB97M-V/def2-TZVPD).

The geometry in XYZ format:
```
47
Properties=species:S:1:pos:R:3
O -1.587 -1.361 -2.043
C -0.840 -0.798 -1.260
N -1.069 0.454 -0.808
H -0.554 0.797 -0.014
C -2.255 1.194 -1.211
C -3.484 0.696 -0.525
N -4.142 1.327 0.403
C -5.181 0.496 0.744
C -6.200 0.663 1.675
C -7.119 -0.357 1.806
C -7.040 -1.521 1.038
C -6.038 -1.709 0.108
C -5.111 -0.688 -0.031
N -4.016 -0.523 -0.836
H -3.610 -1.169 -1.499
H -5.977 -2.608 -0.487
H -7.783 -2.292 1.176
H -7.923 -0.259 2.519
H -6.260 1.562 2.266
H -2.113 2.247 -0.973
H -2.369 1.066 -2.293
C 0.404 -1.446 -0.749
C 1.528 -0.717 -0.369
C 2.656 -1.375 0.074
C 2.676 -2.761 0.158
C 1.566 -3.500 -0.236
C 0.444 -2.839 -0.695
H -0.425 -3.391 -1.019
H 1.596 -4.576 -0.180
Cl 4.086 -3.520 0.748
S 4.142 -0.479 0.574
O 4.293 -0.638 1.989
O 5.213 -0.890 -0.286
N 3.671 1.106 0.253
C 4.149 1.597 -1.029
H 4.232 0.767 -1.727
C 5.493 2.250 -0.707
H 5.799 2.971 -1.462
H 6.247 1.467 -0.631
C 5.242 2.892 0.662
H 6.121 2.835 1.300
H 4.967 3.941 0.551
C 4.061 2.094 1.252
H 4.315 1.566 2.170
H 3.201 2.741 1.447
H 3.430 2.331 -1.408
H 1.559 0.359 -0.432
```

Values from the calculation:
LUMO energy (eV): -0.017
SMILES: O=C(NCc1nc2ccccc2[nH]1)c1ccc(Cl)c(S(=O)(=O)N2CCCC2)c1
Energy relative to the best compared isomer or geometry (same formula, charge and spin) (eV): 1.1841
Total charge: 0
Gap between HOMO and LUMO (eV): 8.51

=====

Summary of largest force on an atom in Eh/bohr
0.0259; 0.0182; 0.0214; 0.0816; 0.0059; 0.0557; 0.0626; 0.0231
(order as listed above)